A cluster of 10 separate species, C65H82O31 in total at a distorted geometry. Source: the Open Molecules 2025 dataset; level of theory: wB97M-V/def2-TZVPD.

```
178
Properties=species:S:1:pos:R:3:lowdin_charge:R:1
C 1.32 0.02 3.33 -0.015
C 0.74 0.99 2.55 -0.129
C 1.49 1.92 1.56 -0.136
C 1.38 1.44 0.09 -0.051
C 0.62 2.14 -0.94 -0.076
C -0.17 3.40 -0.52 -0.133
C -1.39 3.10 0.44 -0.162
C -2.24 1.85 0.02 -0.190
C -3.80 2.14 -0.05 -0.193
C -4.45 1.24 -1.15 -0.189
C -6.03 1.29 -1.20 -0.186
C -6.72 1.87 0.06 -0.208
C -6.76 0.90 1.30 -0.205
C -7.09 -0.59 0.95 -0.174
C -5.72 -1.42 1.04 -0.191
C -5.60 -2.54 -0.07 -0.172
C -4.12 -2.53 -0.67 -0.231
C -3.41 -3.92 -0.50 -0.253
C -3.94 -4.91 -1.60 -0.098
C 0.56 1.69 -2.33 -0.089
C -0.22 2.41 -3.41 -0.161
C -1.60 2.83 -3.30 -0.038
C -2.29 3.50 -4.37 -0.060
C -1.63 3.81 -5.63 -0.053
C -0.26 3.39 -5.75 -0.057
C 0.44 2.72 -4.67 -0.014
C 1.25 0.48 -2.74 0.052
C 2.00 -0.23 -1.71 -0.070
C 2.07 0.23 -0.34 -0.009
C 2.90 -0.64 0.66 -0.283
O 3.64 -0.17 1.48 0.092
C 2.71 -2.17 0.47 -0.064
C 2.59 -3.04 1.60 0.007
C 2.37 -4.45 1.31 -0.017
C 2.26 -4.91 -0.06 -0.150
C 1.97 -6.45 -0.22 -0.143
O 1.30 -6.70 -1.46 -0.159
O 0.03 -6.10 -1.35 -0.035
C 2.40 -4.02 -1.19 0.069
C 2.62 -2.63 -0.91 -0.046
C 2.75 -1.56 -2.02 -0.277
O 3.37 -1.78 -3.05 0.108
H 0.94 -1.02 3.20 0.049
H 2.15 0.22 4.03 0.069
H -0.36 1.17 2.65 0.097
H 1.12 2.97 1.65 0.099
H 2.57 1.98 1.81 0.103
H -0.58 3.96 -1.38 0.103
H 0.50 4.11 0.04 0.115
H -2.08 3.96 0.53 0.110
H -0.99 2.90 1.46 0.078
H -2.12 1.09 0.83 0.105
H -1.92 1.36 -0.93 0.090
H -4.21 2.01 0.96 0.100
H -3.93 3.20 -0.38 0.113
H -4.07 0.20 -1.10 0.083
H -4.09 1.64 -2.13 0.095
H -6.32 1.94 -2.07 0.104
H -6.39 0.27 -1.48 0.095
H -7.79 2.04 -0.22 0.109
H -6.33 2.85 0.39 0.102
H -7.60 1.26 1.94 0.106
H -5.86 0.98 1.95 0.078
H -7.76 -1.07 1.70 0.107
H -7.57 -0.73 -0.04 0.091
H -4.92 -0.67 0.93 0.070
H -5.61 -1.87 2.04 0.090
H -5.69 -3.52 0.45 0.103
H -6.36 -2.43 -0.87 0.101
H -4.17 -2.19 -1.73 0.107
H -3.48 -1.78 -0.15 0.092
H -2.31 -3.78 -0.61 0.093
H -3.65 -4.28 0.53 0.098
H -4.07 -5.90 -1.10 0.045
H -3.12 -5.04 -2.35 0.068
H -4.88 -4.55 -2.06 0.074
H -2.15 2.65 -2.36 0.071
H -3.35 3.82 -4.29 0.099
H -2.14 4.35 -6.45 0.101
H 0.30 3.59 -6.69 0.080
H 1.50 2.44 -4.82 0.097
H 1.23 0.09 -3.77 0.131
H 2.66 -2.66 2.63 0.110
H 2.25 -5.17 2.14 0.101
H 2.89 -7.04 -0.11 0.141
H 1.22 -6.68 0.58 0.119
H -0.56 -6.77 -1.73 0.100
H 2.31 -4.39 -2.23 0.131
O -4.33 -0.23 3.18 0.134
C -4.38 -0.87 4.19 -0.544
O -3.45 -0.83 5.17 0.055
C -3.98 -1.55 6.28 -0.125
C -4.98 -2.47 5.65 -0.107
O -5.39 -1.73 4.49 0.062
H -3.19 -2.09 6.80 0.132
H -4.44 -0.84 6.97 0.116
H -4.54 -3.41 5.33 0.116
H -5.83 -2.68 6.29 0.137
O -5.30 -8.75 2.15 0.179
C -4.43 -8.87 1.36 -0.555
O -4.51 -8.46 0.06 0.059
C -3.20 -8.58 -0.50 -0.145
C -2.55 -9.62 0.38 -0.127
O -3.23 -9.45 1.62 0.061
H -3.25 -8.88 -1.54 0.138
H -2.70 -7.61 -0.43 0.111
H -2.73 -10.64 0.02 0.135
H -1.48 -9.46 0.49 0.130
O 0.28 4.94 -8.59 0.155
C 0.33 4.05 -9.37 -0.566
O -0.67 3.15 -9.58 0.058
C -0.33 2.39 -10.74 -0.124
C 1.17 2.53 -10.79 -0.126
O 1.39 3.79 -10.18 0.067
H -0.65 1.35 -10.63 0.134
H -0.83 2.83 -11.60 0.135
H 1.68 1.76 -10.22 0.132
H 1.55 2.52 -11.81 0.134
O -4.23 1.44 6.79 0.162
C -3.19 2.02 6.76 -0.550
O -2.92 3.08 5.95 0.070
C -1.68 3.64 6.36 -0.124
C -1.01 2.48 7.06 -0.123
O -2.12 1.72 7.54 0.065
H -1.11 4.00 5.51 0.133
H -1.88 4.47 7.04 0.134
H -0.43 1.86 6.37 0.129
H -0.37 2.80 7.88 0.133
O -2.69 -4.96 6.17 0.166
C -1.80 -5.03 5.37 -0.553
O -1.89 -4.57 4.10 0.064
C -0.58 -4.62 3.54 -0.131
C 0.10 -5.67 4.37 -0.131
O -0.59 -5.57 5.62 0.071
H -0.62 -4.88 2.48 0.128
H -0.11 -3.64 3.64 0.126
H -0.04 -6.68 3.97 0.135
H 1.16 -5.49 4.50 0.127
O 4.10 6.21 3.39 0.163
C 4.74 5.22 3.33 -0.562
O 4.25 4.01 2.96 0.054
C 5.36 3.12 2.79 -0.127
C 6.42 3.75 3.66 -0.122
O 6.07 5.14 3.62 0.049
H 5.11 2.11 3.11 0.132
H 5.64 3.10 1.74 0.135
H 6.38 3.41 4.69 0.136
H 7.42 3.60 3.27 0.136
O 5.39 3.76 -6.03 0.163
C 5.34 3.10 -5.04 -0.578
O 6.25 3.15 -4.04 0.066
C 5.73 2.40 -2.94 -0.117
C 4.76 1.46 -3.61 -0.118
O 4.35 2.20 -4.77 0.044
H 6.52 1.88 -2.41 0.135
H 5.23 3.09 -2.25 0.135
H 5.23 0.54 -3.93 0.133
H 3.90 1.21 -2.99 0.109
O 7.29 6.13 9.72 0.166
C 6.89 6.57 8.69 -0.560
O 7.62 7.35 7.85 0.062
C 6.87 7.49 6.64 -0.126
C 5.47 7.25 7.09 -0.125
O 5.63 6.37 8.20 0.059
H 7.01 8.48 6.22 0.136
H 7.22 6.74 5.92 0.127
H 4.97 8.16 7.42 0.136
H 4.86 6.78 6.31 0.125
O 8.62 -1.88 -8.68 0.167
C 7.78 -1.07 -8.43 -0.562
O 6.79 -0.70 -9.28 0.061
C 5.87 0.10 -8.54 -0.123
C 6.72 0.63 -7.42 -0.119
O 7.70 -0.40 -7.25 0.065
H 5.45 0.89 -9.16 0.133
H 5.05 -0.53 -8.19 0.134
H 7.22 1.56 -7.68 0.141
H 6.15 0.78 -6.50 0.118
```

Results
SMILES: C=CCc1c(CCCCCCCCCCCCCC)c(-c2ccccc2)cc2c1C(=O)c1ccc(COO)cc1C2=O.O=C1OCCO1.O=C1OCCO1.O=C1OCCO1.O=C1OCCO1.O=C1OCCO1.O=C1OCCO1.O=C1OCCO1.O=C1OCCO1.O=C1OCCO1
E in Ha: -4858.27835
LUMO in eV: -1.1
HOMO energy in eV: -8.81

---

An isolated molecule of C9H14. Source: the Open Molecules 2025 dataset; level of theory: wB97M-V/def2-TZVPD.

```
23
Properties=species:S:1:pos:R:3:nbo_charge:R:1
C 2.18 1.66 0.91 -0.270
C 2.30 0.56 0.46 0.029
C 2.30 -0.78 -0.09 -0.484
C 1.05 -1.02 -0.95 -0.406
C -0.18 -0.68 -0.15 -0.015
C -0.65 -1.81 0.72 -0.639
C -0.78 0.51 -0.17 0.038
C -1.93 0.83 0.75 -0.650
C -0.46 1.63 -1.11 -0.634
H 2.15 2.64 1.30 0.231
H 3.20 -0.94 -0.68 0.234
H 2.32 -1.49 0.75 0.227
H 1.12 -0.40 -1.85 0.212
H 1.03 -2.06 -1.26 0.209
H 0.20 -2.30 1.20 0.205
H -1.15 -2.56 0.11 0.215
H -1.34 -1.49 1.49 0.217
H -2.26 1.86 0.61 0.211
H -1.64 0.71 1.79 0.217
H -2.78 0.17 0.56 0.217
H -0.03 2.48 -0.58 0.218
H -1.38 1.97 -1.59 0.208
H 0.24 1.35 -1.89 0.209
```

Results
SMILES: C#CCCC(C)=C(C)C
E in Ha: -351.24426
Energy above the lowest of the compared OMol25 structures with the same formula, charge and spin in eV: 2.338
LUMO in eV: 1.0
HOMO energy in eV: -8.44